1.
This record from the Open Molecules 2025 dataset describes a structure of composition C56H36LaN14O4. The level of theory is wB97M-V/def2-TZVPD.

Summary:
- Charge: -1
- HOMO-LUMO gap (alpha / beta): 4.5 / 4.4 eV

Last column: Mulliken charge in e.
Geometry (Å):
La  0.919  -1.637  -0.272  2.46
C  3.014  -6.278  -5.285  -0.65
C  2.068  -5.650  -6.102  -0.62
C  1.152  -4.748  -5.580  -0.09
C  1.216  -4.490  -4.218  0.51
C  0.439  -3.620  -3.335  -0.62
N  -0.560  -2.878  -3.808  -0.53
C  -1.410  -2.249  -3.031  -0.32
C  -2.583  -1.505  -3.494  0.09
C  -3.043  -1.137  -4.748  -0.19
C  -4.230  -0.417  -4.808  -0.58
C  -4.944  -0.087  -3.653  -0.70
C  -4.494  -0.476  -2.398  -0.32
C  -3.305  -1.181  -2.342  0.39
C  -2.544  -1.755  -1.234  -0.43
N  -2.933  -1.820  0.099  -0.27
C  -1.644  -1.533  2.119  -0.92
N  -0.584  -2.232  1.823  0.50
C  -0.098  -2.830  2.979  -0.55
N  0.988  -3.542  3.127  -0.43
C  1.802  -3.934  2.160  -0.33
N  1.610  -3.872  0.797  -0.80
C  2.605  -4.571  0.212  0.51
N  2.756  -4.920  -1.065  -0.41
C  1.935  -4.584  -2.051  -0.63
N  0.911  -3.709  -2.053  -0.12
C  2.155  -5.116  -3.407  -0.02
C  3.070  -6.018  -3.922  -0.10
C  3.558  -5.042  1.224  0.07
C  4.743  -5.755  1.131  -0.15
C  5.408  -6.039  2.313  -0.65
C  4.894  -5.630  3.550  -0.62
C  3.703  -4.928  3.638  -0.23
C  3.046  -4.640  2.451  0.26
C  -0.985  -2.479  4.083  -0.07
C  -0.955  -2.806  5.426  -0.18
C  -1.951  -2.281  6.238  -0.65
C  -2.939  -1.447  5.715  -0.84
C  -2.960  -1.110  4.367  -0.41
C  -1.974  -1.646  3.549  0.76
N  -1.420  -2.282  -1.643  -0.30
H  3.714  -6.974  -5.728  0.39
H  2.054  -5.873  -7.161  0.39
H  0.416  -4.258  -6.204  0.56
H  -2.491  -1.395  -5.642  0.55
H  -4.612  -0.100  -5.771  0.39
H  -5.862  0.479  -3.742  0.40
H  -5.037  -0.235  -1.494  0.55
H  3.799  -6.495  -3.280  0.57
H  5.129  -6.064  0.169  0.54
H  6.345  -6.582  2.285  0.39
H  5.445  -5.864  4.452  0.39
H  3.302  -4.600  4.587  0.55
H  -0.172  -3.439  5.821  0.55
H  -1.957  -2.511  7.296  0.38
H  -3.695  -1.041  6.374  0.43
H  -3.711  -0.439  3.981  0.51
N  3.081  -1.854  -2.425  -0.06
C  4.237  -0.958  -2.359  -1.26
C  4.368  -0.250  -1.015  0.33
O  5.361  0.497  -0.902  -0.82
N  3.404  -0.472  -0.133  0.36
C  3.625  0.287  1.089  -0.77
C  2.629  -0.047  2.181  0.22
O  2.846  0.262  3.345  -0.78
O  1.552  -0.651  1.779  -0.21
H  3.348  -2.730  -1.989  0.07
H  2.859  -2.087  -3.388  0.18
H  4.138  -0.184  -3.125  0.39
H  5.185  -1.464  -2.562  0.46
H  3.541  1.369  0.897  0.27
H  4.636  0.156  1.481  0.46
C  -3.155  11.891  1.990  -0.84
O  -3.902  10.722  2.258  -0.47
C  -3.358  9.531  1.874  1.02
C  -4.107  8.394  2.177  -0.62
C  -3.644  7.145  1.828  -0.45
C  -2.421  6.992  1.168  0.19
C  -1.687  8.131  0.875  -0.76
C  -2.141  9.401  1.220  -0.61
C  -1.971  5.640  0.816  0.20
N  -2.631  4.543  1.105  -0.85
C  -1.857  3.511  0.612  0.64
C  -0.731  4.011  -0.002  0.01
N  -0.822  5.387  0.127  -0.09
C  0.219  3.174  -0.642  0.27
C  1.363  3.613  -1.323  -0.93
C  2.166  2.703  -1.961  -1.08
C  1.800  1.356  -1.916  -0.75
N  0.760  0.906  -1.241  0.09
C  -0.030  1.783  -0.586  0.33
C  -1.153  1.231  0.169  -1.04
N  -1.200  -0.104  0.283  0.59
C  -2.280  -0.717  0.988  2.18
C  -3.363  0.207  1.443  -2.25
C  -3.252  1.535  1.315  -0.86
C  -2.093  2.112  0.700  0.21
H  -3.740  12.720  2.378  0.24
H  -3.003  12.029  0.916  0.33
H  -2.185  11.866  2.493  0.34
H  -5.052  8.519  2.689  0.40
H  -4.217  6.258  2.061  0.50
H  -0.731  8.057  0.369  0.23
H  -1.537  10.262  0.976  0.37
H  -0.153  6.066  -0.184  0.17
H  1.611  4.668  -1.347  0.37
H  3.066  2.997  -2.483  0.47
H  2.382  0.617  -2.444  0.80
H  -2.556  -2.705  0.429  0.70
H  -4.258  -0.248  1.848  1.11
H  -4.046  2.191  1.653  0.61

=====

2.
This record from the Open Molecules 2025 dataset describes a structure of composition C43H59LaN9O7. The level of theory is wB97M-V/def2-TZVPD.

Summary:
- Charge: +1
- HOMO-LUMO gap: 5.2 eV

Last column: Mulliken charge in e.
Geometry (Å):
La  -0.377  0.087  -0.434  2.44
O  2.976  0.132  7.311  -0.48
C  3.121  -0.444  6.105  0.49
O  4.134  -1.013  5.816  -0.54
C  1.966  -0.339  5.157  0.60
C  0.639  -0.245  5.568  -1.17
C  -0.385  -0.208  4.640  -1.23
C  -0.112  -0.240  3.269  0.40
C  1.223  -0.360  2.869  0.47
C  2.241  -0.414  3.795  -1.06
N  -1.086  -0.209  2.249  1.08
C  -2.312  0.027  2.515  -0.32
C  -3.369  -0.004  1.509  0.05
C  -4.697  0.065  1.926  -0.87
C  -5.713  -0.032  0.993  -0.80
C  -5.372  -0.204  -0.340  -1.10
C  -4.028  -0.240  -0.676  -0.58
N  -3.042  -0.127  0.211  0.71
H  2.145  0.612  7.386  0.34
H  0.385  -0.241  6.621  0.41
H  -1.402  -0.180  5.009  0.36
H  1.454  -0.408  1.812  -0.35
H  3.273  -0.518  3.487  0.57
H  -2.658  0.230  3.528  0.25
H  -4.922  0.188  2.977  0.53
H  -6.750  0.022  1.295  0.45
H  -6.128  -0.293  -1.106  0.55
H  -3.729  -0.350  -1.713  0.60
N  -0.454  2.952  -0.965  -0.12
C  0.889  3.433  -0.614  0.49
C  0.905  4.970  -0.462  -1.04
C  2.101  5.690  0.192  -0.58
C  3.515  5.649  -0.471  -0.98
N  3.616  5.154  -1.847  -0.18
C  4.045  3.954  -2.235  0.86
N  4.534  3.078  -1.382  -0.44
N  4.033  3.658  -3.544  -0.41
C  1.336  2.642  0.653  0.01
O  2.447  2.872  1.146  -0.81
O  0.498  1.781  1.062  -0.67
H  -0.745  3.345  -1.855  0.17
H  -1.105  3.295  -0.263  0.28
H  1.532  3.119  -1.432  0.02
H  0.037  5.201  0.163  0.43
H  0.721  5.422  -1.441  0.39
H  2.190  5.304  1.205  0.27
H  1.824  6.742  0.268  0.57
H  4.188  5.072  0.156  0.35
H  3.900  6.668  -0.505  0.38
H  3.287  5.778  -2.564  0.23
H  4.190  3.130  -0.414  0.21
H  4.537  2.118  -1.712  0.22
H  3.699  4.313  -4.228  0.18
H  4.266  2.727  -3.845  0.20
C  3.811  -1.337  -0.717  -1.79
C  2.456  -0.676  -0.741  0.80
O  2.279  0.430  -1.305  -0.34
O  1.499  -1.273  -0.162  -0.19
H  4.285  -1.093  0.237  0.37
H  4.449  -1.003  -1.531  0.41
H  3.683  -2.416  -0.756  0.38
C  -0.848  -4.018  4.605  -1.29
C  0.578  -3.821  4.088  0.57
N  1.099  -4.946  3.310  0.23
C  2.158  -5.744  3.929  -0.69
C  1.634  -6.617  5.064  -1.10
C  0.584  -5.383  2.135  0.20
O  0.949  -6.404  1.572  -0.66
C  -0.487  -4.565  1.461  -0.36
C  -1.666  -5.201  1.090  -0.30
C  -2.591  -4.495  0.342  -1.46
C  -2.285  -3.200  -0.043  -0.42
N  -1.147  -2.583  0.281  0.63
C  -0.273  -3.266  1.028  -0.70
H  -1.088  -3.225  5.314  0.35
H  -0.941  -4.979  5.111  0.47
H  -1.574  -3.988  3.794  0.22
H  1.244  -3.706  4.942  0.58
H  0.639  -2.900  3.509  -0.99
H  2.927  -5.061  4.298  0.40
H  2.586  -6.368  3.149  0.46
H  1.220  -6.011  5.872  0.27
H  2.446  -7.219  5.470  0.42
H  0.856  -7.285  4.694  0.28
H  -1.829  -6.230  1.382  0.55
H  -3.531  -4.943  0.050  0.47
H  -2.976  -2.638  -0.659  0.45
H  0.661  -2.769  1.254  0.96
C  -2.204  3.027  -6.744  -1.66
C  -2.295  2.657  -5.287  0.30
C  -3.200  3.296  -4.450  -0.84
C  -3.296  2.903  -3.116  0.91
C  -4.286  3.584  -2.205  -1.86
C  -2.501  1.876  -2.649  -0.91
C  -1.576  1.174  -3.463  0.61
C  -1.495  1.630  -4.796  -0.44
N  -0.880  0.126  -2.910  1.22
C  -0.206  -0.821  -3.825  1.88
C  1.134  -0.245  -4.330  -1.47
C  0.099  -2.101  -3.035  -2.11
C  -1.098  -1.262  -5.019  -1.84
H  -2.618  4.016  -6.933  0.42
H  -2.766  2.307  -7.342  0.30
H  -1.171  3.004  -7.093  0.36
H  -3.837  4.087  -4.829  0.40
H  -5.289  3.530  -2.632  0.41
H  -4.043  4.642  -2.085  0.35
H  -4.308  3.117  -1.219  0.28
H  -2.591  1.586  -1.608  0.27
H  -0.798  1.187  -5.487  0.32
H  1.831  -0.156  -3.499  0.07
H  1.006  0.743  -4.769  0.33
H  1.567  -0.907  -5.085  0.46
H  0.739  -1.907  -2.175  0.19
H  0.619  -2.806  -3.684  0.62
H  -0.831  -2.563  -2.695  0.30
H  -0.781  -0.823  -5.963  0.39
H  -2.138  -0.985  -4.848  0.23
H  -1.053  -2.345  -5.137  0.52

=====

3.
This record from the Open Molecules 2025 dataset describes an isolated molecule of C5H7NO2. The level of theory is wB97M-V/def2-TZVPD.

Summary:
- HOMO-LUMO gap: 8.6 eV

Last column: natural (NBO) charge in e.
Geometry (Å):
C  -3.657  -0.107  -0.015  0.85
C  -0.269  1.118  -0.120  0.33
C  -1.162  0.086  0.039  0.01
C  1.159  0.870  -0.080  -0.66
C  -0.799  -1.364  0.083  -0.64
N  -2.528  0.329  0.016  -0.56
O  -4.802  -0.205  0.161  -0.51
O  -0.650  2.401  -0.136  -0.65
H  1.810  1.390  -0.741  0.24
H  1.265  -0.169  -0.019  0.23
H  1.544  1.197  0.923  0.22
H  -0.403  -1.818  -0.846  0.22
H  -1.717  -1.890  0.435  0.22
H  -0.093  -1.583  0.827  0.22
H  -1.574  2.331  -0.078  0.48

=====

4.
This record from the Open Molecules 2025 dataset describes a structure of composition C8H24O8. The level of theory is wB97M-V/def2-TZVPD.

Summary:
- HOMO-LUMO gap: 8.0 eV

Last column: natural (NBO) charge in e.
Geometry (Å):
C  0.533  -1.963  -2.652  -0.06
C  0.472  -1.697  -1.135  -0.07
O  -0.171  -0.527  -0.815  -0.78
O  0.991  -0.890  -3.412  -0.71
H  -0.516  -2.205  -2.816  0.13
H  1.062  -2.915  -2.680  0.17
H  1.449  -1.621  -0.657  0.14
H  -0.080  -2.511  -0.665  0.15
H  -0.030  -0.280  0.102  0.50
H  0.933  -0.083  -2.895  0.49
C  0.149  -0.573  1.938  -0.10
C  1.131  0.395  1.325  -0.18
O  0.470  1.586  0.902  -0.71
O  -0.657  -1.104  0.894  -0.77
H  -0.526  -0.039  2.608  0.17
H  0.647  -1.384  2.469  0.18
H  1.763  -0.200  0.665  0.21
H  1.886  0.579  2.089  0.21
H  -0.470  1.410  0.815  0.49
H  -1.562  -1.199  1.201  0.42
C  1.336  2.964  0.208  -0.10
C  2.164  4.314  0.275  -0.09
O  2.758  4.729  -0.943  -0.73
O  0.068  3.328  -0.210  -0.72
H  1.238  2.492  1.186  0.25
H  1.864  2.190  -0.349  0.14
H  2.946  3.904  0.914  0.13
H  1.553  5.088  0.737  0.17
H  3.396  4.082  -1.253  0.46
H  -0.559  3.305  0.517  0.44
C  -2.035  -2.568  -0.370  -0.10
C  -2.519  -2.230  1.068  -0.15
O  -2.378  -0.906  1.663  -0.63
O  -2.839  -1.834  -1.288  -0.77
H  -2.174  -3.570  -0.775  0.18
H  -1.011  -2.222  -0.509  0.21
H  -1.947  -2.934  1.672  0.21
H  -3.536  -2.615  1.145  0.21
H  -3.067  -0.365  1.271  0.51
H  -2.733  -1.932  -2.237  0.49

=====

| no. | largest force on an atom (eV/Å) |
| --- | --- |
| 1 | 1.33 |
| 2 | 1.47 |
| 3 | 2.80 |
| 4 | 14.39 |